# 1
DFT (wB97M-V/def2-TZVPD) results for a molecular structure, C36H52N3OP2PtS at a distorted geometry.

Last column: Löwdin charge in e.
Geometry (Å):
C -1.245 -1.585 -2.007  -0.3784
C 0.767 -2.644 -1.212  -0.3702
C -1.501 -2.611 -2.911  -0.0686
C 0.471 -3.754 -2.085  -0.0363
C -0.623 -3.729 -2.920  -0.0694
H -2.374 -2.561 -3.567  0.1073
H 1.164 -4.601 -2.090  0.1126
H -0.818 -4.571 -3.595  0.1116
N -0.175 -1.602 -1.155  -0.0849
P -2.292 0.050 -0.075  1.0403
P 2.399 -0.976 0.196  0.9942
C -2.194 -0.408 -1.883  -0.2539
H -1.780 0.475 -2.400  0.0616
H -3.169 -0.637 -2.342  0.0871
C 0.479 1.506 1.494  -0.3208
O 0.712 2.459 2.145  0.0851
C 1.950 -2.562 -0.469  -0.2756
H 2.690 -3.361 -0.596  0.0698
C 3.546 -0.142 -1.131  -0.6354
C 3.455 -1.284 1.760  -0.6626
C -3.197 1.732 0.040  -0.6651
C -3.399 -1.364 0.622  -0.6400
C 3.619 1.378 -0.874  -0.0999
H 4.285 1.612 -0.027  0.0670
H 4.024 1.891 -1.768  0.0920
H 2.631 1.804 -0.645  0.0384
C 4.974 -0.712 -1.221  -0.0954
H 5.586 -0.474 -0.336  0.0660
H 4.965 -1.806 -1.365  0.0846
H 5.480 -0.266 -2.100  0.0965
C 2.866 -0.447 -2.488  -0.1137
H 3.272 0.231 -3.262  0.0882
H 3.064 -1.487 -2.793  0.0890
H 1.774 -0.326 -2.454  0.0347
C 4.174 0.012 2.181  -0.0886
H 3.462 0.852 2.263  0.0732
H 4.638 -0.137 3.174  0.0958
H 4.976 0.297 1.482  0.0619
C 2.515 -1.705 2.901  -0.1736
H 1.885 -0.866 3.233  0.0029
H 1.865 -2.543 2.601  0.0447
H 3.125 -2.032 3.764  0.0985
C 4.458 -2.438 1.546  -0.0873
H 5.185 -2.242 0.746  0.0569
H 5.025 -2.593 2.484  0.0938
H 3.928 -3.377 1.318  0.0799
C -3.810 -1.027 2.070  -0.1046
H -4.298 -1.914 2.516  0.0960
H -2.944 -0.770 2.699  0.0210
H -4.537 -0.198 2.107  0.0705
C -2.600 -2.691 0.609  -0.1231
H -2.439 -3.055 -0.417  0.0746
H -1.625 -2.618 1.104  -0.0297
H -3.201 -3.448 1.147  0.0976
C -4.663 -1.613 -0.230  -0.0830
H -5.221 -2.452 0.224  0.0979
H -5.341 -0.750 -0.273  0.0584
H -4.407 -1.916 -1.259  0.0772
C -2.416 2.726 -0.846  -0.1132
H -2.438 2.453 -1.915  0.0790
H -2.883 3.723 -0.746  0.0972
H -1.368 2.804 -0.517  0.0527
C -3.087 2.236 1.496  -0.0881
H -2.038 2.244 1.832  0.0538
H -3.474 3.271 1.545  0.0988
H -3.673 1.625 2.199  0.0643
C -4.668 1.708 -0.412  -0.0849
H -4.786 1.282 -1.423  0.0892
H -5.305 1.143 0.286  0.0686
H -5.049 2.746 -0.439  0.0947
Pt 0.127 -0.012 0.362  0.7928
N 0.382 1.197 -1.308  0.0244
C 0.495 1.858 -2.274  -0.0901
C 0.653 2.607 -3.467  -0.1962
C 0.461 4.012 -3.470  -0.0127
C 1.008 1.938 -4.667  -0.0106
C 0.624 4.727 -4.659  -0.0586
H 0.190 4.520 -2.541  0.1227
C 1.165 2.672 -5.845  -0.0538
H 1.160 0.855 -4.654  0.1190
C 0.975 4.064 -5.846  -0.0488
H 0.478 5.812 -4.659  0.1160
H 1.441 2.155 -6.770  0.1173
H 1.101 4.632 -6.773  0.1170
S -0.344 -1.338 2.452  0.7565
C -0.638 -0.482 3.861  -0.6463
N -1.643 -0.935 4.678  0.0464
C -1.942 -0.355 5.872  -0.0363
C -1.198 0.725 6.332  -0.0521
C -0.135 1.183 5.566  -0.0203
C 0.159 0.579 4.343  -0.0800
H -2.210 -1.770 4.406  0.1701
H -2.753 -0.744 6.476  0.1337
H -1.427 1.184 7.285  0.1139
H 0.477 2.001 5.927  0.1244
H 1.024 0.946 3.836  0.0729

* DFT total energy: -77346.700 eV
* HOMO level (alpha / beta): -0.294 / -0.317 hartree
* spin multiplicity: 3
* orbital gap (alpha / beta): 5.27 / 5.82 eV
* energy relative to the best compared isomer or geometry (same formula, charge and spin): 0.0000 eV
* total charge: +1
* molar mass: 831.9 g mol⁻¹

---

# 2
DFT (wB97M-V/def2-TZVPD) results for 10 unconnected molecules or ions with the total composition C3H29N3O9 at a distorted geometry.

Last column: Löwdin charge in e.
Geometry (Å):
N 1.668 -0.364 -3.576  0.0062
C 0.193 -0.513 -3.404  -0.2866
C -0.522 -0.151 -2.171  -0.2465
N -1.141 -1.338 -1.458  -0.0868
C -2.388 -1.119 -0.734  -0.2847
N -2.043 -0.630 0.626  0.0003
H 1.786 -0.427 -4.518  0.0129
H 2.223 -1.015 -3.045  0.0382
H -0.059 -1.557 -3.703  0.0967
H -0.150 0.129 -4.325  0.1403
H 0.158 0.443 -1.448  0.1247
H -1.395 0.581 -2.304  0.0894
H -0.233 -1.698 -0.948  0.0948
H -2.941 -1.996 -0.595  0.0705
H -3.171 -0.369 -1.221  0.1575
H -1.080 -1.131 0.873  0.1092
H -1.614 0.240 0.526  -0.0119
O 0.925 -3.261 -2.709  -0.0017
H 0.612 -2.890 -1.936  -0.0519
H 1.799 -3.307 -2.408  0.0109
O 1.657 -1.468 -0.416  -0.1108
H 2.206 -0.601 -0.490  0.0823
H 2.344 -2.105 -0.040  0.1069
O 2.709 2.075 1.684  -0.0377
H 2.421 2.842 1.329  -0.0133
H 1.967 1.358 1.957  0.1238
O -1.346 0.062 4.329  -0.0025
H -1.214 -0.732 4.582  -0.0835
H -2.362 0.202 4.394  0.1090
O 1.735 -1.257 2.768  -0.0132
H 1.537 -0.751 2.044  -0.0665
H 0.917 -1.208 3.317  0.0575
O -2.118 2.728 -1.657  -0.1257
H -1.632 3.592 -1.323  0.1072
H -1.539 2.156 -2.196  -0.0106
O 4.218 0.837 -0.305  -0.0096
H 4.117 1.238 -1.093  -0.0275
H 3.705 1.278 0.371  -0.0213
O -3.637 1.519 2.849  -0.0575
H -3.310 2.456 2.951  0.0732
H -3.439 1.276 1.959  0.0082
O -0.729 1.996 2.278  -0.1318
H -1.641 2.041 2.883  0.0907
H -0.420 1.133 2.558  -0.0285

* DFT total energy: -26475.045 eV
* HOMO level: -0.313 hartree
* orbital gap: 8.39 eV
* energy relative to the best compared isomer or geometry (same formula, charge and spin): 0.0000 eV
* molar mass: 251.3 g mol⁻¹

---

# 3
DFT (wB97M-V/def2-TZVPD) results for 3 unconnected molecules or ions with the total composition C3H11NOS2 at a distorted geometry.

Last column: Löwdin charge in e.
Geometry (Å):
S -0.008 -0.737 3.614  0.3271
S 0.318 -0.722 -3.622  0.6268
C -0.813 0.107 -2.372  -0.5291
C -0.111 0.653 -1.032  -0.2678
N -0.237 -0.284 0.126  -0.1148
C -1.281 0.245 1.088  -0.1290
H 1.389 -0.945 -2.787  -0.1414
H -1.496 -0.658 -1.979  0.0474
H -1.538 0.803 -2.730  0.0434
H 0.867 1.080 -1.328  0.1028
H -0.785 1.579 -0.681  0.1256
H 0.635 -0.483 0.615  0.0585
H -1.091 1.292 1.273  0.0781
H -2.247 -0.059 0.720  0.0903
H -1.235 -0.280 2.065  -0.1040
H 2.145 -0.218 2.958  -0.1043
H 2.834 -1.150 1.952  0.0245
O 2.652 -0.224 2.120  -0.1339

* DFT total energy: -28492.451 eV
* HOMO level: -0.332 hartree
* orbital gap: 5.38 eV
* energy relative to the best compared isomer or geometry (same formula, charge and spin): 5.1451 eV
* molar mass: 141.3 g mol⁻¹